[1]
9
Properties=species:S:1:pos:R:3:forces:R:3 method="wB97M-V/def2-TZVPD" relative_energy_kcal_mol=155.71 fmax_ev_per_a=3.59 gap_ha=0.376 lumo_ev=-0.84
C -1.58359 -1.90364 0.24232 1.88 1.40 -0.19
N -2.45722 -2.62339 0.45652 0.31 0.26 -0.12
N -0.66472 0.17555 -0.52483 -0.84 1.30 -1.03
N -0.25876 -0.83161 0.00680 -1.14 -2.79 0.84
O -0.19729 2.52543 0.16258 0.81 -0.82 -1.80
O 1.78314 1.06240 -0.37514 0.91 0.59 0.13
O 0.80115 -1.26112 0.38730 -0.44 -0.01 0.06
S 0.34799 1.63255 -0.87603 0.17 0.08 3.58
H 2.22930 1.22382 0.52049 -1.66 -0.01 -1.48

***

[2]
9
Properties=species:S:1:pos:R:3:forces:R:3 method="wB97M-V/def2-TZVPD" relative_energy_kcal_mol=17.36 fmax_ev_per_a=4.26 gap_ha=0.423 lumo_ev=0.45
C 1.78274 2.45864 -0.00278 3.24 1.35 2.41
N 0.82872 2.02903 -0.54016 -3.11 -1.61 -1.46
N 4.70692 0.24181 0.25890 -3.25 1.29 0.00
N 3.66570 0.63593 0.25622 3.65 -2.02 -0.02
O -0.34554 -0.26774 0.03910 0.23 1.08 -0.68
O 1.50106 -0.10877 -1.66000 1.01 -1.05 -0.55
O 2.69019 2.91917 0.58258 -1.18 0.24 -0.77
S 0.29876 0.54874 -1.28837 -0.99 0.46 1.37
H 0.01263 -1.15916 0.17908 0.40 0.27 -0.30

***

[3]
9
Properties=species:S:1:pos:R:3:forces:R:3 method="wB97M-V/def2-TZVPD" relative_energy_kcal_mol=6.24 fmax_ev_per_a=5.55 gap_ha="0.332 / 0.302" lumo_ev="-0.41 / -0.87"
C 1.70085 1.36779 -0.04927 0.43 1.01 0.64
N 1.54330 0.40465 -0.71875 0.96 -5.16 -1.81
N 0.29304 -1.38097 0.45567 0.38 -0.31 0.57
N -2.06019 -0.34896 0.16895 2.64 0.31 0.73
O 1.77473 2.38964 0.49275 0.03 0.43 0.44
O -1.52559 0.39996 0.92063 -0.38 0.54 0.40
O -3.12329 -0.52544 -0.22957 -3.40 0.00 -0.89
O -0.52787 -1.65501 -0.26678 0.32 -0.92 -0.51
H 1.92502 -0.65166 -0.77364 -0.99 4.11 0.43

***

[4]
10
Properties=species:S:1:pos:R:3:forces:R:3 method="wB97M-V/def2-TZVPD" relative_energy_kcal_mol=65.15 fmax_ev_per_a=4.23 gap_ha=0.311 lumo_ev=-1.81 smiles="O=NC(=O)N(O)[N+](=O)[O-]"
C -2.28424 -0.94706 -0.20050 1.95 -0.07 -2.02
N -2.65511 0.07519 0.60389 -1.62 2.04 2.63
N -0.86991 -0.65545 -0.42175 1.32 -0.39 0.39
N 0.16284 -1.56007 0.13085 -4.09 -0.76 -0.79
O -2.87722 -1.89622 -0.56288 -0.22 -0.42 0.07
O -2.58821 1.22663 0.27137 -0.48 -0.14 -0.20
O -0.30930 -2.59073 0.50154 0.20 -0.90 0.61
O 1.24166 -1.17718 0.04148 3.58 0.99 0.19
O -0.35305 0.57913 -0.59940 -0.47 -0.49 -2.70
H -0.23857 1.14250 0.15088 -0.18 0.12 1.81

***

[5]
9
Properties=species:S:1:pos:R:3:forces:R:3 method="wB97M-V/def2-TZVPD" relative_energy_kcal_mol=17.49 fmax_ev_per_a=5.67 gap_ha=0.332 lumo_ev=3.92 total_charge=-1
C -0.94639 -0.27118 -0.33132 1.65 -0.91 -2.08
N -1.99839 0.47584 -0.11151 0.40 0.02 0.16
N -1.49573 1.62504 0.46842 -1.07 -0.80 -0.21
N -0.24444 1.55926 0.56873 2.14 0.15 0.12
N 0.19972 0.39561 0.04283 -3.65 -0.12 -0.81
O 1.67688 -0.88281 1.45210 0.65 -0.24 -1.02
O 1.79323 -1.38603 -1.16589 -0.44 3.54 4.41
S 1.84165 -0.31036 0.09220 0.82 -3.37 -2.41
H -0.82652 -1.20537 -1.01556 -0.51 1.72 1.84

***

[6]
8
Properties=species:S:1:pos:R:3:forces:R:3 method="wB97M-V/def2-TZVPD" relative_energy_kcal_mol=80.99 fmax_ev_per_a=3.64 gap_ha="0.231 / 0.233" lumo_ev="2.60 / 2.53" total_charge=-1
C -0.19726 -0.30371 0.17536 -1.82 -2.43 -1.02
N -1.33049 0.34648 -0.02037 -0.33 3.03 -0.08
N -2.49241 -0.06046 0.15952 -1.48 -1.76 -0.09
N -0.21122 -1.58323 -0.10449 0.05 -0.82 0.36
N -3.55198 -0.24181 -0.45178 3.54 0.67 -0.53
S 1.09742 -2.54433 0.02393 0.27 0.25 0.01
S -5.00777 -0.48923 0.12029 -2.18 -0.16 0.84
H 0.62478 0.25313 0.44595 1.95 1.22 0.51

***

[7]
8
Properties=species:S:1:pos:R:3:forces:R:3 method="wB97M-V/def2-TZVPD" relative_energy_kcal_mol=12.66 fmax_ev_per_a=2.24 gap_ha=0.252 lumo_ev=3.39 total_charge=-1 smiles=[S-]Sn1cnnn1
C -1.08167 -0.39257 -0.04212 0.44 0.11 -0.04
N -1.16966 1.70715 -0.09297 -0.95 0.63 0.02
N -1.91687 0.60543 -0.21404 -0.54 -0.49 0.04
N 0.16404 0.07715 0.16832 -0.34 -0.24 -0.24
N 0.03201 1.40109 0.15820 2.23 0.26 -0.02
S 1.75192 -1.14335 0.36067 -0.17 -0.32 0.47
S 3.59749 -0.83768 -0.31975 -0.80 0.44 -0.08
H -1.37726 -1.41722 -0.01830 0.14 -0.41 -0.16

***

[8]
10
Properties=species:S:1:pos:R:3:forces:R:3 method="wB97M-V/def2-TZVPD" relative_energy_kcal_mol=121.36 fmax_ev_per_a=6.26 gap_ha="0.307 / 0.191" lumo_ev="2.22 / 0.09" total_charge=-1
C 0.56661 -1.01343 -0.92681 0.99 2.29 -0.17
N 0.03551 -2.69865 -0.12952 -1.58 -3.32 -0.80
N 0.81460 -1.70824 0.13306 0.67 1.81 0.77
N -0.19365 -1.46095 -1.88073 0.44 3.04 -1.70
N -0.54991 -2.56478 -1.37003 -0.72 -3.08 2.26
N -0.08108 1.77758 -0.08493 -1.85 -1.94 -5.66
N 0.11048 2.06842 1.11817 -0.88 -1.14 3.81
O 1.19077 2.47326 1.52106 0.53 0.42 -0.31
O -0.85118 1.86678 1.89954 -0.24 0.57 0.45
H -1.04215 1.26001 -0.27981 2.65 1.34 1.34

***

[9]
4
Properties=species:S:1:pos:R:3:forces:R:3 method="wB97M-V/def2-TZVPD" relative_energy_kcal_mol=29.75 fmax_ev_per_a=4.21 gap_ha=0.412 lumo_ev=-0.02 smiles=N#CO
C 0.12970 0.44816 -0.01094 0.64 4.03 -1.00
H -0.08227 -1.38684 0.22580 -1.26 1.25 -0.65
N 0.58161 1.53892 -0.10981 -0.95 -3.39 0.63
O -0.62904 -0.60023 -0.10505 1.56 -1.89 1.02

***

[10]
4
Properties=species:S:1:pos:R:3:forces:R:3 method="wB97M-V/def2-TZVPD" relative_energy_kcal_mol=109.10 fmax_ev_per_a=1.20 gap_ha="0.373 / 0.370" lumo_ev="-1.20 / -1.24"
C 1.79311 -2.44749 0.25264 0.43 -0.08 -0.01
N 0.49459 0.47801 -0.01259 -0.25 -0.77 0.88
O 2.89960 -2.64127 0.16400 -0.40 0.05 0.01
H 0.26159 -0.21638 0.76778 0.22 0.79 -0.88

***

[11]
6
Properties=species:S:1:pos:R:3:forces:R:3 method="wB97M-V/def2-TZVPD" relative_energy_kcal_mol=2.60 fmax_ev_per_a=5.91 gap_ha=0.342 lumo_ev=-0.34 smiles="O=C=O.N=O"
C 1.50781 -0.70097 0.07766 3.74 -3.53 2.90
N -1.90525 0.91382 -0.16414 -0.35 -0.82 0.12
O 2.22135 -1.41941 0.67630 -1.08 0.79 -0.64
O 0.87815 0.00810 -0.51781 -2.39 2.80 -2.33
O -1.70323 -0.24800 0.08187 -0.19 0.96 -0.10
H -0.99884 1.44646 -0.15388 0.26 -0.20 0.04

***

[12]
7
Properties=species:S:1:pos:R:3:forces:R:3 method="wB97M-V/def2-TZVPD" relative_energy_kcal_mol=76.41 fmax_ev_per_a=4.14 gap_ha=0.392 lumo_ev=0.03
C -1.71187 0.14762 0.02406 1.54 0.87 -0.33
N -0.75886 0.71856 -0.26377 2.32 1.27 -1.23
O 1.57926 -0.22198 1.36980 0.24 0.18 -0.31
O 1.25735 -1.35000 -0.75219 0.26 0.30 -0.05
O 0.34830 1.29560 -0.65330 -3.75 -1.33 1.17
S 1.88663 -0.26417 -0.03917 -0.03 -0.95 0.53
H -2.60081 -0.32564 0.31458 -0.58 -0.34 0.21

***

[13]
8
Properties=species:S:1:pos:R:3:forces:R:3 method="wB97M-V/def2-TZVPD" relative_energy_kcal_mol=1.09 fmax_ev_per_a=3.51 gap_ha=0.214 lumo_ev=6.15 total_charge=-2
C 1.39987 -0.03338 0.04870 0.72 -1.52 -1.29
N 0.45949 0.82159 0.01844 -3.11 1.39 0.86
O -1.09032 -0.69853 -1.18726 -0.58 -1.98 -2.78
O 1.43331 -1.25912 -0.03802 0.22 -1.96 0.59
O -1.14398 -0.78195 1.26590 -0.15 0.71 -0.91
S -2.34601 1.48963 -0.02337 -0.76 0.74 0.20
S -1.01583 0.02051 0.02321 0.54 1.03 3.17
H 2.30347 0.44125 -0.10762 3.12 1.58 0.16

***

[14]
7
Properties=species:S:1:pos:R:3:forces:R:3 method="wB97M-V/def2-TZVPD" relative_energy_kcal_mol=0.00 fmax_ev_per_a=3.24 gap_ha=0.396 lumo_ev=-0.14 smiles="O=C=O.O=NO"
N -0.68253 -0.98056 -1.46735 -0.04 -2.89 -1.47
O -0.93010 -1.84966 -2.25138 0.57 2.28 1.94
O 0.19473 -1.48365 -0.44613 -0.70 1.11 -0.47
H 0.28535 -0.66808 0.08480 0.17 -0.57 -0.03
C 0.37820 1.67445 1.36778 -0.16 0.00 -0.22
O -0.33438 2.07585 0.53471 0.59 -0.26 0.72
O 1.08872 1.23166 2.17757 -0.42 0.33 -0.45

***

[15]
5
Properties=species:S:1:pos:R:3:forces:R:3 method="wB97M-V/def2-TZVPD" relative_energy_kcal_mol=58.84 fmax_ev_per_a=6.94 gap_ha=0.285 lumo_ev=-2.65 smiles=N#CSO
C 0.56391 -3.41389 0.02668 3.35 5.18 -3.19
N 0.45737 -4.16319 0.86546 -0.91 -2.29 2.18
O 2.42048 -0.42927 -0.52029 -3.63 -2.98 2.64
S 1.75649 -2.07611 -1.10178 -0.72 -0.07 0.75
H 1.80949 -0.29704 0.32797 1.90 0.15 -2.38

***

[16]
5
Properties=species:S:1:pos:R:3:forces:R:3 method="wB97M-V/def2-TZVPD" relative_energy_kcal_mol=101.59 fmax_ev_per_a=2.80 gap_ha="0.229 / 0.230" lumo_ev="-0.78 / -0.75"
C -0.56932 -0.16931 -0.04625 -1.73 -0.16 -0.12
N -3.47652 1.25595 -0.10683 0.83 -2.67 0.23
O -3.58204 0.09324 -0.01492 -0.61 2.34 -0.18
S -1.66023 -1.26564 -0.04950 1.06 0.61 0.04
H 0.48663 -0.02660 -0.10461 0.45 -0.12 0.04

***

[17]
6
Properties=species:S:1:pos:R:3:forces:R:3 method="wB97M-V/def2-TZVPD" relative_energy_kcal_mol=26.56 fmax_ev_per_a=3.28 gap_ha="0.264 / 0.263" lumo_ev="-1.06 / -1.04" smiles="O=C=S.N=S"
C -1.22165 -1.03538 -2.29740 -0.07 0.71 1.03
N 0.02684 -0.71619 0.16357 0.85 -1.06 2.72
O -1.17983 -0.33056 -1.37578 -1.67 0.45 -2.78
S -1.23455 -2.03464 -3.47457 0.04 -0.39 -0.51
S 1.29754 -1.55064 -0.14035 0.48 0.16 -0.09
H 0.17294 0.27195 0.38133 0.37 0.13 -0.37

***

[18]
6
Properties=species:S:1:pos:R:3:forces:R:3 method="wB97M-V/def2-TZVPD" s2=0.759 fmax_ev_per_a=2.90 gap_ha="0.160 / 0.150" multiplicity=2 lumo_ev="-2.32 / -2.31"
O 1.76116 0.61424 2.69634 0.21 -0.42 0.28
C 0.61675 -0.23477 -0.69708 -0.19 -0.40 -0.17
O -0.59216 -0.10932 -0.34110 -1.52 -1.71 -1.78
Na -2.95617 -0.52530 -1.37202 0.99 0.18 0.48
Tl 0.43182 1.31627 1.17245 0.53 2.20 1.24
H 0.73860 -1.06111 -1.45859 -0.02 0.15 -0.04

***

[19]
7
Properties=species:S:1:pos:R:3:forces:R:3 method="wB97M-V/def2-TZVPD" relative_energy_kcal_mol=169.67 fmax_ev_per_a=7.58 gap_ha="0.258 / 0.258" lumo_ev="-2.93 / -2.93"
C 2.25420 0.23957 -0.67418 2.04 -1.73 3.69
O 3.66885 -2.14975 -0.47893 -1.61 0.36 0.42
O 0.64084 2.13950 -0.16422 -0.63 0.41 0.92
O 2.98664 2.76301 0.09291 0.06 -0.63 0.71
P 3.13274 -0.96291 0.31970 -3.42 1.14 -6.67
S 1.98625 1.73480 0.05977 0.01 -0.19 -2.51
H 4.27063 -1.22990 0.83830 3.55 0.63 3.44

***

[20]
8
Properties=species:S:1:pos:R:3:forces:R:3 method="wB97M-V/def2-TZVPD" relative_energy_kcal_mol=3.02 fmax_ev_per_a=3.56 gap_ha=0.218 lumo_ev=5.95 total_charge=-2 smiles="[O-]C(=S)[P@@]([O-])(O)=S"
C -0.20246 0.77351 -0.79196 0.09 -0.22 -2.10
O 1.81904 -1.11815 -0.00640 -0.41 0.32 -0.58
O -0.78373 1.62227 -0.13524 -0.66 1.21 0.49
O 0.21959 0.03078 1.55461 0.58 0.46 1.45
P 0.39723 -0.66627 0.11009 -0.50 -2.75 2.20
S 0.05598 0.71782 -2.47497 0.00 0.35 -0.37
S -1.10454 -2.13161 0.28775 0.87 0.66 -0.82
H -0.40111 0.77166 1.45613 0.04 -0.03 -0.26